10
Properties=species:S:1:pos:R:3:forces:R:3 method="wB97M-V/def2-TZVPD" smiles=ClCCl.ClCCl e_above_lowest_kj_mol=10.8 gap_ha=0.426
Cl 5.6299 10.8636 -25.0753 -0.03 0.08 0.22
Cl 7.4219 8.7474 -19.1582 0.07 0.39 -0.07
Cl 8.9773 11.2265 -19.7512 0.13 -0.14 0.20
Cl 5.8024 12.4479 -22.5917 0.48 0.37 0.25
C 4.9495 11.2168 -23.4777 -0.79 -0.45 -0.13
C 7.3973 10.4393 -19.6971 -0.21 0.24 -0.40
H 7.0209 10.4963 -20.7126 -0.06 -0.29 0.02
H 4.9234 10.3036 -22.8916 0.25 -0.03 -0.08
H 3.9260 11.5619 -23.5920 0.09 0.01 -0.25
H 6.7490 11.0288 -19.0599 0.06 -0.18 0.24

***

54
Properties=species:S:1:pos:R:3:forces:R:3 method="wB97M-V/def2-TZVPD" s2=15.758 multiplicity=8 gap_ha="0.260 / 0.138" total_charge=-1
V 2.9778 0.0363 -1.3259 -1.21 1.14 -1.81
V -2.3612 -0.6464 1.3879 -0.62 0.13 -1.82
Cl 1.5300 0.9488 3.6800 -0.40 0.84 0.48
Cl 4.4289 1.9452 0.1668 0.42 -0.03 0.32
Cl 3.4727 -1.0086 4.2126 -0.29 -0.23 0.71
Cl 4.2914 3.3378 2.8324 0.32 -1.35 -0.94
P -3.4798 1.6753 -0.2284 -2.31 2.22 -2.59
P 0.7106 -0.6009 0.6579 -1.65 -0.97 -1.47
P -2.5432 -0.3346 4.2131 -2.19 0.19 4.35
P 3.0173 2.5018 -3.4671 -0.56 2.39 -5.79
P 0.9020 -1.8876 -3.9537 -2.09 -0.94 -4.39
P -3.6616 -2.4575 -1.7789 -4.61 0.08 0.26
F -4.7708 -1.2852 -1.7397 1.43 -1.49 -0.15
F -4.0488 -2.9093 -3.2289 -0.68 0.73 -1.29
F 2.2079 -2.8026 -3.7360 -0.44 0.64 0.63
F -4.5310 1.0474 -1.3167 1.21 0.34 1.17
F -3.6643 0.4984 5.0320 0.96 -0.19 -0.59
F -0.4353 -1.0306 -4.2901 1.15 1.46 0.84
F 1.9502 3.3970 -4.3579 -0.09 -0.75 2.23
F 0.0768 -2.5095 -2.7171 1.04 0.31 1.49
F 3.4412 3.8256 -2.5889 -0.64 -1.94 -0.19
F -4.6649 2.7249 0.2254 1.69 -0.57 -0.42
F 1.5666 -0.6886 -2.9719 0.33 -0.40 -0.36
F 1.7424 -1.3684 -0.3178 1.18 -2.44 -0.89
F -2.4059 2.2750 0.7517 0.21 0.52 1.09
F -2.8253 2.5605 -1.4133 -0.61 -0.58 0.70
F 1.0524 -1.5462 1.9128 0.65 0.82 -1.10
F -3.2635 -2.0539 -0.1864 0.47 -0.48 -0.92
F -0.3364 0.1779 1.5545 0.89 1.50 -0.06
F 1.9153 1.9420 -2.3657 0.87 0.07 0.30
F 2.0083 0.3843 0.8003 -0.66 0.87 1.60
F -1.5670 -1.2664 3.2610 1.30 0.07 0.88
F 0.3130 0.2239 -0.7183 0.11 0.18 1.55
F -2.4085 0.4262 -0.4661 0.74 -0.63 -0.85
F -0.5289 -1.6515 0.2660 0.72 0.28 0.31
F -3.6800 -0.9375 3.2414 -1.83 -1.24 -0.16
F 4.0683 2.8639 -4.6423 1.41 0.79 1.16
F 0.1327 -3.0436 -4.7973 0.73 -1.27 -0.36
F 4.1778 1.5942 -2.7288 -0.15 -1.08 1.52
F -4.0009 0.6637 0.9337 -1.49 -0.58 1.11
F -1.3338 0.3006 5.1596 -1.25 -1.07 -2.22
F -2.7831 -1.5988 5.2775 1.04 1.29 -1.53
F -2.4697 -3.4964 -1.9207 2.31 -0.54 1.07
F -2.5197 -1.4887 -2.4052 0.95 0.61 0.39
F -4.6204 -3.6171 -1.2428 0.37 0.50 0.94
F 1.5246 -1.4064 -5.4677 -0.03 0.26 2.93
F 2.7010 1.2479 -4.4728 -0.70 -0.56 1.83
F -2.5391 0.8402 3.0518 2.02 0.30 0.58
C 2.0405 -0.1486 4.9282 0.49 -0.51 -0.10
C 4.9438 1.8836 1.8813 -0.23 1.08 1.37
H 6.0199 2.0040 2.0063 -0.16 -0.08 -0.72
H 1.2347 -0.8390 5.1776 0.23 -0.14 -0.38
H 2.3608 0.3316 5.8528 0.09 0.26 -0.41
H 4.6343 0.9660 2.3818 -0.42 0.21 -0.28

***

8
Properties=species:S:1:pos:R:3:forces:R:3 method="wB97M-V/def2-TZVPD" s2=2.005 e_above_lowest_kj_mol=28.3 multiplicity=3 gap_ha="0.337 / 0.383"
Cl 2.9499 -0.9989 -0.4111 0.01 -2.56 0.74
F 3.0092 1.2801 -1.1595 0.09 2.37 -0.82
C -1.7046 -0.1208 0.3022 1.95 -2.58 2.22
C 2.4644 0.5405 -0.2547 -0.11 0.19 0.08
H -0.7342 -0.2495 -0.2383 -1.24 -0.23 -0.14
H -2.5876 0.0471 -0.2278 -0.93 0.96 -1.17
H -1.4314 0.5696 1.0828 -0.56 0.79 0.12
H -1.9656 -1.0682 0.9065 0.79 1.06 -1.03

***

10
Properties=species:S:1:pos:R:3:forces:R:3 method="wB97M-V/def2-TZVPD" smiles=NCC(F)(F)Cl e_above_lowest_kj_mol=23.5 gap_ha=0.394
Cl -2.5766 -0.1974 -0.0160 -0.12 -0.36 -0.03
F -0.8232 1.3433 -0.9809 0.21 -0.87 0.97
F -0.8866 1.2015 1.2273 0.00 -0.24 -0.78
N 1.4882 -0.0148 0.0680 -0.76 -0.35 0.76
C -0.9523 0.4472 0.0795 -0.10 2.33 0.25
C 0.1169 -0.5846 0.1022 1.44 0.31 -2.36
H -0.0757 -1.1914 -0.8006 -0.05 -0.22 0.54
H 1.5269 0.7929 -0.5219 0.20 0.17 -0.41
H -0.0394 -1.1058 0.9983 -0.13 -1.11 1.10
H 2.2219 -0.6910 -0.1559 -0.69 0.35 -0.03

***

10
Properties=species:S:1:pos:R:3:forces:R:3 method="wB97M-V/def2-TZVPD" smiles="[H]/N=C(/N)[C@H](F)Cl" e_above_lowest_kj_mol=24.0 gap_ha=0.404
Cl -1.8251 1.1861 -0.5522 -0.01 0.28 -0.32
F -1.5932 -1.3323 -0.2953 -0.65 -1.46 -0.44
N 1.0927 -0.8530 -1.0574 0.91 2.64 2.77
N 1.0914 0.5804 0.7965 0.17 2.40 -0.09
C 0.4674 -0.1956 -0.1488 0.51 -1.14 -0.21
C -1.0284 -0.2532 0.1969 0.58 1.45 -1.51
H 2.0661 0.8079 0.5608 -0.58 -0.34 0.05
H -1.2941 -0.0751 1.2051 0.28 -0.49 1.25
H 0.5563 1.4892 0.8678 0.88 -1.30 0.33
H 0.4669 -1.3544 -1.5733 -2.09 -2.02 -1.83

***

10
Properties=species:S:1:pos:R:3:forces:R:3 method="wB97M-V/def2-TZVPD" e_above_lowest_kj_mol=261.0 gap_ha=0.370
Cl -0.7384 1.6322 -0.1461 -0.32 0.62 -0.46
F -0.0300 -1.7253 0.3380 -1.34 -0.21 0.46
O -2.1193 -1.8660 -0.3817 -3.42 -0.89 1.73
O 1.8598 1.2076 -0.6984 -0.42 -1.58 -1.31
C 1.0090 1.3486 0.3442 -1.46 0.00 1.34
C -0.9648 -1.5205 -0.6399 3.34 0.77 -1.55
H 1.2211 2.2063 1.0212 0.38 -0.68 -0.86
H -2.5578 -2.1331 0.4914 1.48 0.24 -0.71
H 1.5642 0.3979 -1.2440 0.65 1.77 1.26
H 0.7562 0.4523 0.9152 1.11 -0.03 0.10

***

10
Properties=species:S:1:pos:R:3:forces:R:3 method="wB97M-V/def2-TZVPD" e_above_lowest_kj_mol=263.8 gap_ha=0.389
Cl 1.6492 -1.3661 -1.6572 0.32 -0.03 -0.11
F 1.9597 0.8899 -0.4234 -0.68 -1.80 -0.12
O -0.1173 -0.7348 1.1877 -0.19 1.10 -1.12
O 0.3875 1.2055 -2.3117 0.84 -1.86 2.43
C 1.0173 0.0042 -0.9080 1.11 5.57 -2.52
C -0.1883 -0.1219 -0.1214 -3.48 0.33 0.37
H 0.4189 2.1195 -1.9184 0.19 -1.43 -0.07
H 0.5651 -1.4008 1.2425 0.32 -0.33 -0.26
H -0.7028 0.9375 -0.0309 1.23 -2.29 0.09
H -0.8277 -0.7242 -0.8587 0.34 0.73 1.31

***

18
Properties=species:S:1:pos:R:3:forces:R:3 method="wB97M-V/def2-TZVPD" s2=15.755 multiplicity=8 gap_ha="0.206 / 0.221" total_charge=+2
Fe 2.8954 0.6237 5.7445 -0.12 -0.23 -0.09
Ti 2.3241 1.6925 0.0503 -0.83 -1.42 2.05
Cl 2.0683 -0.3590 2.3657 -0.82 -0.14 -2.05
S -2.0914 1.3340 -1.6153 -0.74 0.35 -0.68
O -3.4122 1.1356 -1.0948 1.65 -0.02 -0.35
O -0.9621 0.6815 -0.6135 -0.20 0.10 -0.06
O -1.7801 0.2974 -2.8100 -0.22 1.01 0.67
O 0.9356 0.4537 1.8822 0.42 0.78 -0.56
O 2.0009 -0.5290 3.7704 0.13 0.14 1.17
O 3.2546 0.4353 2.0137 0.69 1.48 -1.01
O 2.1076 -1.5585 1.6409 -0.01 -0.55 0.40
O -1.6429 2.6380 -2.0226 -0.04 -1.38 0.72
C -1.2120 -0.9160 -2.3483 0.79 -0.78 -0.07
C -0.8694 -0.7588 -0.8606 -0.34 0.42 0.98
H 0.1142 -0.9999 -0.4540 0.28 -0.26 -0.89
H -1.5172 -1.3622 -0.2207 -0.52 0.59 -0.02
H -0.2900 -1.0893 -2.9050 -0.24 -0.03 -0.29
H -1.9236 -1.7190 -2.5230 0.10 -0.07 0.06